Record 1
{"formula": "C3H2ClFOS", "method": "ωB97M-V/def2-TZVPD", "symbols": ["C", "C", "C", "H", "H", "O", "F", "S", "Cl"], "coordinates": [[0.587003, 0.111464, -0.950880], [0.100212, 0.548606, 0.449434], [-0.756799, -0.230319, 1.026724], [0.452729, -1.911916, -0.862957], [-1.233081, -1.021957, 0.542424], [0.023017, -1.152149, -1.543467], [-1.217872, 0.232663, 2.162268], [1.413675, 1.264124, -1.723966], [0.631115, 2.159483, 0.900419]], "atomic_forces_ev_per_a": [[-1.26, 0.35, -0.19], [2.46, 0.18, -3.75], [-0.23, 1.80, 1.30], [-1.81, 2.81, -2.77], [-0.60, -1.44, -0.20], [3.44, -0.02, 4.46], [-1.25, -0.62, 1.51], [0.02, -1.69, -1.31], [-0.78, -1.37, 0.96]], "orbital_gap_ev": 8.25, "relative_energy_kcal_mol": 45.3, "homo_energy_ev": -9.0, "smiles": "OC(=S)/C(Cl)=C/F", "lumo_energy_ev": -0.75}

=====

Record 2
{"formula": "C3H2ClI", "method": "ωB97M-V/def2-TZVPD", "symbols": ["Cl", "I", "C", "C", "C", "H", "H"], "coordinates": [[-1.869389, 1.028774, -0.809099], [3.740513, 0.618284, 0.038075], [1.549943, 0.265128, 0.251749], [0.341192, 0.114423, 0.265642], [-1.076980, -0.322109, 0.007299], [-1.569620, -0.563093, 0.959100], [-1.115659, -1.141407, -0.712766]], "atomic_forces_ev_per_a": [[-0.70, 0.44, -0.11], [-3.26, -0.49, 0.41], [1.39, 0.45, -0.23], [0.91, -0.98, -0.57], [1.51, 0.58, 0.58], [-0.05, 0.08, -0.52], [0.20, -0.08, 0.44]], "orbital_gap_ev": 9.11, "homo_energy_ev": -9.8, "smiles": "ClCC#CI", "lumo_energy_ev": -0.71}

=====

Record 3
{"formula": "C3H2ClIN2", "method": "ωB97M-V/def2-TZVPD", "symbols": ["C", "C", "C", "N", "N", "Cl", "I", "H", "H"], "coordinates": [[1.226898, -0.481190, 0.046659], [0.115377, -1.220811, -0.016554], [-1.126300, 0.440972, -0.292185], [1.147100, 0.867885, 0.052166], [-0.131843, 1.291115, -0.108558], [-0.268647, -2.800665, 0.020182], [-3.123922, 0.635042, 0.015668], [2.209106, -1.028306, 0.223319], [-0.047766, 2.295955, 0.059305]], "atomic_forces_ev_per_a": [[0.92, -0.75, 0.55], [-2.96, 4.99, -0.66], [3.66, -3.30, 0.99], [0.31, -0.04, -0.39], [1.01, -0.89, 0.51], [-0.51, -1.27, -0.17], [0.01, 0.20, -0.10], [-1.16, 1.29, -0.34], [-1.29, -0.24, -0.38]], "orbital_gap_ev": [7.67, 7.67], "relative_energy_kcal_mol": 83.2, "homo_energy_ev": [-7.8, -7.8], "lumo_energy_ev": [-0.17, -0.17]}

=====

Record 4
{"formula": "C3H2ClN3O2", "method": "ωB97M-V/def2-TZVPD", "symbols": ["C", "C", "C", "H", "H", "N", "N", "N", "O", "O", "Cl"], "coordinates": [[1.624546, -0.655243, -0.039274], [0.486329, 0.221913, -0.104351], [-0.925348, 0.082664, 0.170965], [2.788912, 0.734259, 0.934039], [-2.306623, 1.777246, 0.256193], [0.710001, 1.636224, -0.184956], [-0.365969, 2.299245, -0.109770], [-1.335483, 1.424439, 0.090294], [2.882339, -0.207503, 0.134424], [1.280939, -1.843070, -0.152120], [-1.997736, -1.266017, 0.012842]], "atomic_forces_ev_per_a": [[-1.50, -3.61, -0.20], [-2.51, 4.41, 1.35], [2.31, 1.69, -2.04], [0.35, -4.08, -4.07], [1.37, -0.60, -0.36], [1.18, -2.13, -0.19], [-0.18, -0.53, 0.43], [-2.67, -1.69, 0.65], [-1.10, 3.74, 3.78], [2.08, 1.74, 0.13], [0.66, 1.07, 0.53]], "orbital_gap_ev": 10.00, "relative_energy_kcal_mol": 46.4, "homo_energy_ev": -10.1, "lumo_energy_ev": -0.14}

=====

Record 5
{"formula": "C3H2ClNO", "method": "ωB97M-V/def2-TZVPD", "symbols": ["C", "C", "C", "N", "O", "Cl", "H", "H"], "coordinates": [[-1.264260, 0.541249, -0.314073], [1.086873, 0.225037, 0.368655], [-0.143015, -0.318281, -0.258620], [-2.139811, 1.292687, -0.479356], [2.239989, -0.137315, 0.222233], [-0.734785, -1.875592, 0.649099], [0.865283, 1.120955, 1.140588], [0.089726, -0.848741, -1.328526]], "atomic_forces_ev_per_a": [[-2.30, 2.50, -0.83], [2.30, 2.08, 2.64], [0.34, -4.58, -2.70], [1.60, -1.44, 0.50], [-2.40, 0.16, -0.35], [0.65, 1.17, -0.23], [0.29, -1.66, -1.48], [-0.46, 1.77, 2.44]], "orbital_gap_ev": 9.96, "relative_energy_kcal_mol": 25.8, "homo_energy_ev": -11.2, "smiles": "N#C[C@H](Cl)C=O", "lumo_energy_ev": -1.22}

=====

Record 6
{"formula": "C3H2ClNO", "method": "ωB97M-V/def2-TZVPD", "symbols": ["C", "C", "C", "N", "O", "Cl", "H", "H"], "coordinates": [[0.699876, -0.303284, 0.044156], [2.009942, -0.361738, -0.103127], [-1.443627, 0.697782, -0.064086], [-0.190077, 0.747406, -0.098302], [3.187485, -0.394144, -0.130558], [-2.501378, -0.823764, -0.108634], [0.343095, -1.186926, 0.416868], [-2.105314, 1.624670, 0.043682]], "atomic_forces_ev_per_a": [[0.08, 0.71, -0.71], [2.32, 1.40, 0.15], [-0.49, 0.35, 0.12], [-0.56, 0.77, 0.12], [-2.46, -0.28, -0.20], [1.02, 1.04, 0.20], [-1.02, -2.47, 0.77], [1.11, -1.52, -0.44]], "orbital_gap_ev": 9.58, "relative_energy_kcal_mol": 29.9, "homo_energy_ev": -9.1, "smiles": "O=C=C/N=C\\Cl", "lumo_energy_ev": 0.45}

=====

Record 7
{"formula": "C3H2ClNO", "method": "ωB97M-V/def2-TZVPD", "symbols": ["C", "C", "C", "N", "O", "Cl", "H", "H"], "coordinates": [[-1.414274, -0.268040, 0.437687], [-1.771170, 0.287537, -0.604798], [1.781716, 0.628965, 0.177301], [1.430333, -0.462637, 0.483038], [2.030494, 1.723290, -0.012219], [1.141346, -1.954233, -0.330839], [-0.955977, -0.447485, 1.389597], [-2.242467, 0.492601, -1.539765]], "atomic_forces_ev_per_a": [[-0.74, 2.27, -2.37], [0.44, -2.13, 2.58], [-0.47, -0.88, -0.90], [-0.56, -3.48, 0.69], [0.87, 2.66, -0.30], [0.55, 1.58, 0.49], [-0.26, -0.27, -0.22], [0.17, 0.25, 0.04]], "orbital_gap_ev": 10.01, "relative_energy_kcal_mol": 78.8, "homo_energy_ev": -10.4, "smiles": "O=C=NCl.C#C", "lumo_energy_ev": -0.39}

=====

Record 8
{"formula": "C3H2ClNO2S", "method": "ωB97M-V/def2-TZVPD", "symbols": ["C", "C", "C", "N", "O", "O", "S", "Cl", "H", "H"], "coordinates": [[1.142948, -0.538304, 1.105148], [0.149314, 0.616829, 0.867776], [0.227620, 0.050660, -0.603212], [1.229563, -0.881396, -0.134917], [-0.242910, 1.602072, 1.379116], [-2.017438, 0.844987, -1.714600], [-1.367553, -0.419929, -1.485741], [-2.034680, -1.256195, 0.437351], [1.599928, -0.799577, 2.023211], [1.313209, 0.780853, -1.874132]], "atomic_forces_ev_per_a": [[-1.47, 1.49, -0.84], [0.79, 0.25, -0.78], [2.15, 1.43, -3.11], [-0.30, -0.96, 0.89], [-0.10, -0.20, 0.26], [-0.16, 0.13, -0.03], [1.14, -0.35, 1.37], [-0.06, 0.15, -0.82], [0.84, -0.83, 0.43], [-2.83, -1.10, 2.63]], "orbital_gap_ev": [9.21, 9.21], "relative_energy_kcal_mol": 91.4, "homo_energy_ev": [-10.3, -10.3], "lumo_energy_ev": [-1.08, -1.08]}

=====

Number 1: calculated total energy -31263.122 eV. Number 2: calculated total energy -23763.662 eV. Number 3: calculated total energy -26741.947 eV. Number 4: calculated total energy -24228.362 eV. Number 5: calculated total energy -19201.523 eV. Number 6: calculated total energy -19201.344 eV. Number 7: calculated total energy -19199.226 eV. Number 8: calculated total energy -32080.224 eV.